Formula: C40H58GeNO5OsSSe2
Source: OMol25
Level of theory: ωB97M-V/def2-TZVPD

Structure (XYZ):
```
109
C40H58GeNO5OsSSe2 ωB97M-V/def2-TZVPD
Os 0.13719 -0.51487 0.84648
C -3.37209 4.28543 -3.93898
C -3.39532 4.35823 -2.40984
C -2.54548 5.57791 -1.94905
C -4.88474 4.53359 -1.94988
C -2.92790 3.09662 -1.72419
C -1.73507 3.06569 -1.06563
C -1.35360 1.90602 -0.36532
Se 0.23536 2.03074 0.82581
C 1.70264 1.90654 -0.40470
C 2.16809 3.06669 -1.08123
C 3.22843 2.94615 -1.97402
C 3.92189 1.69418 -2.00546
C 3.60210 0.65013 -1.19150
C 2.41944 0.74756 -0.39836
O 2.01656 -0.31044 0.34428
C 4.42327 -0.58150 -1.02251
C 4.73705 -0.80702 0.48208
C 3.72662 -1.87435 -1.51910
C 5.66415 -0.49950 -1.90029
C 3.63403 4.14939 -2.84177
C 2.33938 4.71009 -3.46339
C 4.27140 5.22337 -1.92388
C 4.61150 3.74721 -3.97460
C -2.18816 0.82026 -0.23107
O -1.79848 -0.24146 0.57644
C -3.42925 0.79402 -0.92635
C -3.71724 1.94838 -1.62763
C -4.31319 -0.39663 -1.13828
C -5.54249 -0.20736 -1.99788
C -3.49104 -1.47132 -1.88132
C -4.82262 -0.92805 0.22446
H -3.82224 5.18229 -4.37590
H -3.86427 3.42720 -4.26557
H -2.28572 4.28760 -4.31151
H -3.11867 6.43617 -2.36839
H -1.53633 5.58038 -2.36749
H -2.49448 5.70629 -0.86548
H -5.13001 5.57409 -1.99833
H -5.02707 4.23291 -0.95672
H -5.51375 3.87867 -2.59213
H -0.92932 3.84269 -1.08972
H 1.68015 4.04287 -0.95845
H 4.73847 1.65598 -2.73713
H 3.90160 -1.12377 1.09179
H 5.32508 0.06969 0.91874
H 5.56596 -1.58750 0.55644
H 2.90673 -2.18219 -0.92272
H 4.47697 -2.61584 -1.64326
H 3.41819 -1.65204 -2.54992
H 6.31456 0.31560 -1.59833
H 5.29953 -0.45557 -2.93281
H 6.29740 -1.38825 -1.79267
H 1.69370 5.10068 -2.72224
H 1.71846 3.94759 -3.90745
H 2.50458 5.53722 -4.19020
H 3.47940 5.55599 -1.12511
H 4.56287 6.10444 -2.48374
H 5.18692 4.88122 -1.46146
H 4.18954 2.93096 -4.50745
H 5.58438 3.55586 -3.53517
H 4.67068 4.54716 -4.66706
H -4.62471 1.91033 -2.18004
H -5.39218 0.03304 -3.06157
H -6.20099 0.61472 -1.73259
H -6.08737 -1.16808 -2.04999
H -3.10568 -0.99591 -2.78207
H -4.13495 -2.34848 -1.96112
H -2.67276 -1.78271 -1.18035
H -5.65779 -0.29644 0.60855
H -4.03163 -0.85026 0.98500
H -5.19962 -1.93837 0.16965
C 1.56705 -6.88260 1.80214
Ge 0.08406 -5.58715 1.74004
C -1.29830 -6.42828 0.56660
C -0.48228 -5.05817 3.53920
C 0.97445 -4.09824 0.66309
Se -0.25463 -2.86179 -0.18299
C -1.80148 -3.19034 0.97911
H 1.43778 -7.72464 2.47038
H 2.50560 -6.33976 2.05532
H 1.74931 -7.20719 0.77595
H -1.01770 -7.46863 0.73036
H -1.15140 -6.23280 -0.46103
H -2.37026 -6.25356 0.84086
H 0.51803 -5.09605 4.01923
H -1.06143 -5.85189 4.05147
H -0.97477 -4.06934 3.64823
H 1.47397 -4.56053 -0.25956
H 1.76363 -3.51719 1.12929
H -1.47867 -2.76367 1.93292
H -1.96092 -4.27490 0.91412
H -2.66385 -2.68142 0.54145
O 1.99735 -2.26621 3.21266
C 1.05280 -1.77565 3.78262
N 0.10494 -1.10132 2.96605
S -1.17705 -0.55179 3.83185
O -1.25624 0.87874 3.81428
O -2.31971 -1.26030 3.32995
C -0.59418 -1.13826 5.39317
C -1.25699 -1.02223 6.58961
C -0.59995 -1.58502 7.66432
C 0.60566 -2.26861 7.53781
C 1.27126 -2.36136 6.34144
C 0.64047 -1.75106 5.23129
H -2.23029 -0.58150 6.65636
H -1.17279 -1.55143 8.59880
H 1.11136 -2.62800 8.45489
H 2.25706 -2.87976 6.24940
```

The value obtained for the orbital gap (spin up / spin down) is 0.280 / 0.139 hartree. The value obtained for the highest occupied orbital energy (spin up / spin down) is -0.38363 / -0.38419 hartree. Its expectation value of S² is 6.031. The energy relative to the best compared isomer or geometry (same formula, charge and spin) comes out at 352.3 kJ/mol. The multiplicity is 5. The calculation puts the calculated total energy at -9358.21133 hartree. Its total charge is +1. As for the maximum force: 0.0845 hartree/bohr.

Atomic partial charges in e from the Mulliken method, atoms 1 to 2: 2.498, -1.492

Formula: C40H58N10
Source: OMol25
Level of theory: ωB97M-V/def2-TZVPD

Structure (XYZ):
```
108
C40H58N10 ωB97M-V/def2-TZVPD
C -0.01930 4.00654 -4.42962
C 1.01099 4.79849 -3.86222
C 1.92838 4.03682 -3.21885
N 1.50303 2.73170 -3.35141
C 0.25709 2.71646 -3.99140
H -0.81867 4.40765 -5.03502
H 0.93905 5.87606 -3.87078
H 2.84954 4.23324 -2.69038
H 1.90387 1.97677 -2.81336
H -0.34913 1.82277 -4.00635
C -4.17476 -1.55847 0.03843
C -4.62275 -2.10860 1.26414
C -5.90827 -1.76835 1.42442
N -6.22735 -0.97898 0.35474
C -5.14379 -0.75554 -0.46768
H -3.22777 -1.62102 -0.47704
H -3.92542 -2.71501 1.82306
H -6.65081 -2.11362 2.12856
H -7.11091 -0.50571 0.23054
H -5.24488 -0.13616 -1.34663
C -1.10901 4.62745 1.02281
C -1.59471 3.41224 0.60801
C -1.53089 3.41177 -0.70989
N -0.92081 4.53559 -1.21293
C -0.71651 5.29150 -0.12115
H -1.23417 5.10849 1.98163
H -2.01961 2.66408 1.26078
H -1.80629 2.73185 -1.50254
H -0.80564 4.66969 -2.20735
H -0.45213 6.32822 -0.26854
C -0.18861 -4.49049 2.11323
C -0.32741 -3.80980 3.29477
C -0.48329 -4.72461 4.33448
N -0.04453 -5.92282 3.83325
C 0.20467 -5.76541 2.52268
H -0.24949 -4.10843 1.10490
H -0.51094 -2.75121 3.40482
H -0.74472 -4.68038 5.38142
H 0.02710 -6.78785 4.34965
H 0.49678 -6.66821 2.00691
C 3.26881 4.48866 -0.33842
C 4.40159 5.28124 -0.56003
C 5.52796 4.40474 -0.56430
N 5.16894 3.14723 -0.26107
C 3.75521 3.23043 -0.12368
H 2.30648 4.94756 -0.16594
H 4.32890 6.35395 -0.66211
H 6.57416 4.63066 -0.70865
H 5.78676 2.36851 -0.08222
H 3.23994 2.36380 0.26344
C 3.59525 1.61385 3.92457
C 3.00035 0.37356 3.75837
C 3.58556 -0.50836 4.62015
N 4.60463 0.16682 5.22712
C 4.59987 1.49363 4.83612
H 3.27975 2.55677 3.50294
H 2.29016 0.16630 2.97157
H 3.42230 -1.57440 4.67774
H 5.34740 -0.32201 5.70613
H 5.25209 2.21332 5.30842
C -2.86563 -2.52815 5.68625
C -3.87965 -1.49738 5.04144
C -5.26812 -1.99620 4.71733
C -6.17417 -2.49450 5.77321
N -6.83681 -2.85050 6.58772
H -3.26186 -3.00433 6.58311
H -1.98250 -1.92442 5.89526
H -2.62348 -3.33051 4.98935
H -3.40907 -1.04000 4.17111
H -4.02253 -0.63952 5.69853
H -5.19634 -2.78703 3.97065
H -5.86645 -1.17902 4.31446
C -1.45642 0.08312 1.54797
C -0.27350 -0.79007 1.23199
C 0.50426 -0.47084 -0.02172
C -0.31009 -0.39570 -1.24630
N -1.03421 -0.34954 -2.11111
H -2.10032 -0.33956 2.31923
H -2.07315 0.32744 0.68308
H -1.12852 1.03560 1.96433
H -0.63819 -1.81677 1.20036
H 0.39941 -0.84643 2.08763
H 1.27865 -1.22733 -0.14870
H 0.93686 0.52959 -0.01187
C 4.45417 -3.15850 -1.57496
C 4.10934 -2.82571 -3.09776
C 2.78764 -2.13582 -3.30696
C 2.76250 -0.80607 -2.68224
N 2.67312 0.21327 -2.15357
H 5.33148 -3.79839 -1.48026
H 3.64448 -3.72700 -1.11746
H 4.67663 -2.17499 -1.16105
H 4.21398 -3.74400 -3.67561
H 4.92690 -2.24610 -3.52640
H 1.97196 -2.62582 -2.77529
H 2.41937 -2.04782 -4.32907
C -2.04231 0.22855 -7.53792
C -0.58363 0.29392 -6.96804
C -0.48223 -0.61788 -5.71200
C -0.78026 -2.03443 -6.00453
N -1.05947 -3.14152 -6.28227
H -2.80824 0.65801 -6.89215
H -2.39518 -0.70576 -7.97456
H -2.04042 0.94757 -8.35713
H -0.29108 1.31962 -6.74345
H 0.12929 -0.20990 -7.62074
H -1.15172 -0.35867 -4.89181
H 0.52146 -0.58351 -5.28829
```

The value obtained for the orbital gap is 0.299 hartree. The value obtained for the highest occupied orbital energy is -0.28727 hartree. The SMILES is c1cc[nH]c1.c1cc[nH]c1.c1cc[nH]c1.c1cc[nH]c1.c1cc[nH]c1.c1cc[nH]c1.CCCC#N.CCCC#N.CCCC#N.CCCC#N. The energy relative to the best compared isomer or geometry (same formula, charge and spin) comes out at 325.4 kJ/mol. The multiplicity is 1. The calculation puts the calculated total energy at -2106.35386 hartree. As for the maximum force: 0.1183 hartree/bohr.

Atomic partial charges in e from the Mulliken method, atoms 1 to 2: -0.935, -0.827